Record 1
CH2EuLiO | wB97M-V/def2-TZVPD

Structure (XYZ):
```
6
Properties=species:S:1:pos:R:3:forces:R:3:lowdin_spin:R:1
Eu 0.9281 -0.9165 -1.0426 -0.5 0.9 0.7 7.897
O 0.1696 0.8486 0.4505 1.2 0.5 0.3 0.036
C -0.9802 0.0208 0.2877 -2.6 2.1 0.2 0.022
Li -0.6796 2.2556 1.5074 0.5 -1.5 -1.1 0.046
H -1.3151 -0.3718 1.2757 0.1 -0.2 -0.1 0.000
H -1.9189 0.8297 0.0493 1.4 -1.8 0.0 -0.001
```
Positions in Å, forces in eV/Å.

Calculated values
Molecular weight (u): 188.9
E (eV): -22646.62158
Max |F| (eV/A): 3.4
HOMO-LUMO gap (alpha / beta) (eV): 3.38 / 5.26
2S+1: 9
Energy above the lowest of the compared OMol25 structures with the same formula, charge and spin (kJ/mol): 0.0



Record 2
CH2F2N2 | wB97M-V/def2-TZVPD

Structure (XYZ):
```
7
Properties=species:S:1:pos:R:3:forces:R:3:lowdin_spin:R:1
F -2.1563 -0.0841 -0.1520 1.8 -0.8 -0.3 0.159
F 1.5175 2.0078 0.2149 0.3 0.1 -0.4 0.132
N -0.7338 -0.6000 -0.1868 -0.6 4.1 -0.5 0.126
N 0.2899 1.3903 0.2581 -0.1 1.1 1.3 0.352
C 0.2454 0.1583 0.1765 -1.3 0.6 -1.0 0.439
H 1.5084 -1.3644 -0.3424 0.8 -0.9 -0.3 0.763
H -0.6709 -1.5078 0.0317 -0.9 -4.2 1.2 0.030
```
Positions in Å, forces in eV/Å.

Calculated values
Molecular weight (u): 80.0
E (eV): -9474.24607
Max |F| (eV/A): 4.4
HOMO-LUMO gap (alpha / beta) (eV): 9.22 / 7.31
2S+1: 3
Energy above the lowest of the compared OMol25 structures with the same formula, charge and spin (kJ/mol): 601.0



Record 3
CH2F2N2 | wB97M-V/def2-TZVPD

Structure (XYZ):
```
7
Properties=species:S:1:pos:R:3:forces:R:3:lowdin_spin:R:1
F 0.1666 0.0958 -1.9451 0.0 -0.6 0.4 0.059
F -1.3431 -0.3686 -0.3836 0.3 0.3 -0.8 0.052
N 0.9447 0.0233 0.5974 -0.3 3.8 -5.7 0.760
N 0.3446 -0.6829 1.3402 -1.8 -1.8 2.0 0.790
C -0.3606 0.4281 -0.7776 0.7 0.6 0.6 0.268
H -0.6777 1.4974 -0.8810 0.5 -0.8 1.0 0.017
H 0.9255 -0.9931 2.0496 0.8 -1.5 2.5 0.054
```
Positions in Å, forces in eV/Å.

Calculated values
Molecular weight (u): 80.0
E (eV): -9479.02808
Max |F| (eV/A): 6.9
HOMO-LUMO gap (alpha / beta) (eV): 7.64 / 11.07
2S+1: 3
Energy above the lowest of the compared OMol25 structures with the same formula, charge and spin (kJ/mol): 139.6



Record 4
CH2F2N2OP | wB97M-V/def2-TZVPD

Structure (XYZ):
```
9
Properties=species:S:1:pos:R:3:forces:R:3:lowdin_spin:R:1
P -3.0289 -0.8831 0.4691 -1.3 -1.1 0.1 1.835
F 0.7533 -0.2019 1.1629 0.2 0.6 0.8 0.005
F 1.2276 -0.8441 -0.7570 0.0 -1.1 -1.5 0.004
O 1.4715 1.2262 -0.3213 1.2 5.1 -1.5 0.004
N -0.7936 1.3874 -0.9359 1.9 0.9 -0.3 0.025
N 0.3098 1.5299 -0.7998 -2.0 -2.2 1.1 0.018
C 1.6332 -0.0260 0.1795 -1.2 -4.8 1.6 0.002
H -4.2254 -1.8360 0.5139 1.5 1.2 -0.1 0.107
H 2.6524 -0.3523 0.4886 -0.2 1.6 -0.2 0.000
```
Positions in Å, forces in eV/Å.

Calculated values
Molecular weight (u): 127.0
E (eV): -20805.53459
Max |F| (eV/A): 5.4
HOMO-LUMO gap (alpha / beta) (eV): 4.20 / 6.45
Charge: +1
2S+1: 3



Record 5
CH2F2O2 | wB97M-V/def2-TZVPD

Structure (XYZ):
```
7
Properties=species:S:1:pos:R:3:forces:R:3:nbo_charge:R:1
F -0.6698 0.8412 -2.5145 -0.4 0.5 0.4 -0.088
F -1.2565 -1.0043 -0.0180 0.2 -0.1 -0.7 -0.378
O 0.2219 -0.0598 -2.9421 1.1 -2.0 2.0 0.040
O 0.7030 -1.0794 -1.2481 -0.2 0.5 -3.4 -0.246
C 0.0180 -0.4958 -0.3297 -0.6 -3.3 2.0 0.264
H -0.1123 0.4760 -0.5491 -0.5 4.1 -0.4 0.194
H 0.5645 -0.6911 0.6088 0.4 0.4 0.1 0.214
```
Positions in Å, forces in eV/Å.

Calculated values
Molecular weight (u): 84.0
E (eV): -10591.09877
Max |F| (eV/A): 4.1
HOMO-LUMO gap (alpha / beta) (eV): 8.44 / 8.48
Energy above the lowest of the compared OMol25 structures with the same formula, charge and spin (kJ/mol): 873.6



Record 6
CH2F3N | wB97M-V/def2-TZVPD

Structure (XYZ):
```
7
Properties=species:S:1:pos:R:3:forces:R:3:nbo_charge:R:1
F 2.6991 0.2204 -0.0620 0.3 0.9 -0.3 -0.280
F -1.9757 -0.9217 -0.0593 -4.4 1.0 -1.3 -0.576
F 2.3131 -1.8587 0.0049 0.5 -0.2 0.0 -0.295
N 0.5456 -0.5808 0.1467 -1.7 2.9 -0.8 -0.778
C 1.7637 -0.6675 0.0051 0.1 -1.5 0.6 0.971
H -1.1779 -1.1394 0.2137 4.1 -1.2 1.2 0.558
H 0.1365 0.4106 -0.0104 1.2 -2.0 0.6 0.400
```
Positions in Å, forces in eV/Å.

Calculated values
Molecular weight (u): 85.0
E (eV): -10711.61391
Structure (SMILES): N=C(F)F.F
Max |F| (eV/A): 4.7
HOMO-LUMO gap (eV): 12.96
Energy above the lowest of the compared OMol25 structures with the same formula, charge and spin (kJ/mol): 85.0



Record 7
CH2F3NO | wB97M-V/def2-TZVPD

Structure (XYZ):
```
8
Properties=species:S:1:pos:R:3:forces:R:3:lowdin_spin:R:1
F 0.5875 -1.2848 -0.9974 -0.1 0.5 0.6 0.004
F 1.7633 0.0948 0.2179 0.3 0.8 -0.8 0.016
F 0.9087 -1.5733 1.1608 0.7 -2.0 0.2 0.033
O -0.4146 -0.0277 0.6174 4.3 -4.2 4.6 0.656
N -1.2897 0.7833 -0.3344 -1.2 5.8 -7.5 1.110
C 0.6817 -0.6798 0.2149 -0.3 -0.4 1.1 0.054
H -0.5870 1.1553 -1.0849 -2.3 -1.1 1.1 0.051
H -1.6500 1.5323 0.2056 -1.3 0.6 0.5 0.075
```
Positions in Å, forces in eV/Å.

Calculated values
Molecular weight (u): 101.0
E (eV): -12753.18536
Max |F| (eV/A): 9.5
HOMO-LUMO gap (alpha / beta) (eV): 6.90 / 9.84
2S+1: 3
Energy above the lowest of the compared OMol25 structures with the same formula, charge and spin (kJ/mol): 42.5



Record 8
CH2F3NS | wB97M-V/def2-TZVPD

Structure (XYZ):
```
8
Properties=species:S:1:pos:R:3:forces:R:3:nbo_charge:R:1
S 1.1894 -0.5404 -0.2740 -1.7 0.6 -0.8 1.804
F 1.0276 0.6180 -1.3168 1.1 0.2 -1.1 -0.454
F 1.4813 0.7384 0.8417 -0.1 -0.4 0.1 -0.593
F 0.9624 -1.6621 -1.5211 0.6 0.5 0.4 -0.547
N -0.4944 -0.6115 -0.0859 0.0 -2.2 0.8 -0.628
C -1.1335 0.2151 0.5848 -2.8 1.2 1.0 0.041
H -2.2966 0.1034 0.8055 2.4 -0.2 -0.9 0.191
H -0.7362 1.1391 0.9658 0.5 0.3 0.5 0.185
```
Positions in Å, forces in eV/Å.

Calculated values
Molecular weight (u): 117.1
E (eV): -21544.72416
Max |F| (eV/A): 3.2
HOMO-LUMO gap (eV): 10.39
Energy above the lowest of the compared OMol25 structures with the same formula, charge and spin (kJ/mol): 202.6



Record 9
CH2F3O2P | wB97M-V/def2-TZVPD

Structure (XYZ):
```
9
Properties=species:S:1:pos:R:3:forces:R:3:nbo_charge:R:1
P -0.4292 0.4921 0.0488 1.6 0.2 1.3 1.199
F -3.5125 0.9253 0.8645 -0.1 -0.5 -0.4 -0.285
F -4.3929 0.1067 -0.9614 0.4 -0.1 0.3 -0.275
F -3.5842 -1.2324 0.5578 0.0 0.4 -0.3 -0.281
O -1.5332 0.1400 -0.9332 -3.8 -0.7 -0.7 -0.925
O 0.5261 -0.8527 0.0234 -0.1 0.0 -0.3 -0.998
C -3.5333 -0.0551 -0.0010 1.8 0.3 -0.3 1.170
H 1.0509 -0.9973 0.8083 0.0 0.0 0.4 0.494
H 0.3204 1.2519 -0.8900 0.1 0.2 0.0 -0.099
```
Positions in Å, forces in eV/Å.

Calculated values
Molecular weight (u): 134.0
E (eV): -22603.36556
Max |F| (eV/A): 3.9
HOMO-LUMO gap (alpha / beta) (eV): 6.76 / 8.37
Energy above the lowest of the compared OMol25 structures with the same formula, charge and spin (kJ/mol): 320.5



Record 10
CH2F3P | wB97M-V/def2-TZVPD

Structure (XYZ):
```
7
Properties=species:S:1:pos:R:3:forces:R:3:nbo_charge:R:1
P -1.3266 1.9670 -1.7861 -0.7 -2.0 -1.3 1.180
F -2.6933 1.0838 -1.5870 1.0 0.9 0.1 -0.588
F -0.6676 0.8837 -2.8509 -0.4 1.3 1.2 -0.590
F 0.9202 0.1126 1.5776 -1.6 0.0 -0.6 -0.328
C 0.2408 0.2653 0.4135 2.5 1.0 -1.6 0.053
H -0.8063 0.2152 0.1685 -0.4 -0.6 1.4 0.149
H 0.8744 0.7670 -0.3592 -0.4 -0.7 0.8 0.124
```
Positions in Å, forces in eV/Å.

Calculated values
Molecular weight (u): 102.0
E (eV): -18508.49024
Max |F| (eV/A): 3.1
HOMO-LUMO gap (alpha / beta) (eV): 7.66 / 9.02
Energy above the lowest of the compared OMol25 structures with the same formula, charge and spin (kJ/mol): 320.7



Record 11
CH2FIS | wB97M-V/def2-TZVPD

Structure (XYZ):
```
6
Properties=species:S:1:pos:R:3:forces:R:3:nbo_charge:R:1
I 1.2402 -1.6948 0.6745 0.1 0.2 -0.9 0.049
S 0.0431 1.2428 0.7689 -2.3 -0.1 0.2 -0.025
F -1.0262 -0.5904 -0.7177 0.8 0.5 -0.7 -0.354
C 0.2176 -0.0691 -0.4391 0.7 -0.1 0.4 -0.060
H 0.7959 0.3750 -1.3250 -1.0 -1.4 1.0 0.222
H -1.2705 0.7366 1.0384 1.8 0.9 0.0 0.167
```
Positions in Å, forces in eV/Å.

Calculated values
Molecular weight (u): 192.0
E (eV): -22721.72069
Max |F| (eV/A): 2.4
HOMO-LUMO gap (eV): 9.03
Energy above the lowest of the compared OMol25 structures with the same formula, charge and spin (kJ/mol): 55.9



Record 12
CH2FIS | wB97M-V/def2-TZVPD

Structure (XYZ):
```
6
Properties=species:S:1:pos:R:3:forces:R:3:nbo_charge:R:1
I 4.5257 -0.1450 -0.0655 0.0 0.0 0.0 -0.003
S 0.0669 -0.7213 -0.1922 -0.4 -0.3 0.0 0.018
F -1.8838 1.2330 -0.0141 0.3 0.7 0.1 -0.311
C -1.5193 -0.0283 0.0423 1.0 -1.3 -0.7 0.029
H -1.9442 -0.6643 0.7554 -1.6 -0.3 1.1 0.139
H 0.7547 0.3259 -0.5259 0.7 1.1 -0.5 0.128
```
Positions in Å, forces in eV/Å.

Calculated values
Molecular weight (u): 192.0
E (eV): -22719.61683
Max |F| (eV/A): 1.9
HOMO-LUMO gap (alpha / beta) (eV): 10.91 / 4.10
Energy above the lowest of the compared OMol25 structures with the same formula, charge and spin (kJ/mol): 258.9